Density functional theory data (wB97M-V/def2-TZVPD) for a molecular structure, C4H8O3.

XYZ file:
```
15
Properties=species:S:1:pos:R:3:forces:R:3:mulliken_charge:R:1
C 1.10448 0.14628 -0.27891 0.1 0.3 0.0 -1.18
C -0.03397 0.73361 0.52942 0.0 -0.4 0.0 0.36
O -0.00993 2.14742 0.50928 -0.1 0.2 0.1 -0.54
C -1.32798 0.18265 -0.10482 -0.1 0.2 0.1 -0.59
O -1.01284 -0.98748 -0.86580 0.0 -0.1 -0.1 -0.33
C 0.18221 -1.54905 -0.56933 0.0 0.0 -0.3 0.30
O 0.42573 -2.14382 0.57101 -0.1 -0.1 0.0 -0.69
H 1.13799 0.50067 -1.31151 0.0 -0.1 0.1 0.36
H 1.18602 -1.12178 0.27267 0.1 0.1 0.1 0.23
H 2.08571 0.32903 0.18187 -0.1 -0.1 0.0 0.43
H 0.05533 0.36360 1.56032 0.0 0.1 -0.1 0.27
H -0.60420 2.46512 1.20077 0.1 0.0 -0.1 0.33
H -1.69521 0.91816 -0.82759 0.0 -0.1 0.1 0.32
H -2.11300 -0.03228 0.62751 0.2 0.0 -0.1 0.30
H 0.61967 -1.95213 -1.49489 -0.1 0.0 0.2 0.43
```
Forces are in eV/Å.

Kohn-Sham gap: 10.0 eV
calculated total energy: -382.78185 Ha
highest occupied orbital energy: -0.34272 Ha



Density functional theory data (wB97M-V/def2-TZVPD) for a single C4H8O3 molecule.

XYZ file:
```
15
Properties=species:S:1:pos:R:3:forces:R:3:mulliken_charge:R:1
C 1.77022 -0.06713 -1.78773 0.0 0.0 0.0 -1.11
C 0.77415 0.73395 -0.97468 0.1 0.1 -0.1 -0.22
O -0.10441 -0.22478 -0.35715 -0.1 -0.1 0.1 -0.28
C -0.83588 0.20860 0.66291 0.0 0.5 0.2 0.65
O -0.98857 1.37482 0.96416 0.1 -0.6 -0.1 -0.61
C -1.41481 -0.93118 1.47466 0.1 -0.1 -0.2 -0.30
O -2.04292 -0.44195 2.62142 -0.1 0.1 0.0 -0.54
H 2.24097 -0.83174 -1.16133 0.0 0.2 -0.1 0.29
H 1.28485 -0.57245 -2.62821 0.0 0.1 0.1 0.30
H 2.54987 0.59342 -2.17664 -0.1 -0.1 0.0 0.37
H 0.19123 1.43097 -1.58530 0.0 -0.1 0.1 0.28
H 1.25408 1.31318 -0.17999 0.0 -0.1 -0.1 0.32
H -2.10964 -1.50262 0.84250 0.1 0.1 0.1 0.24
H -0.58538 -1.60743 1.72774 -0.1 0.1 0.0 0.26
H -1.98399 0.52595 2.56214 0.0 -0.1 0.1 0.36
```
Forces are in eV/Å.

Kohn-Sham gap: 11.4 eV
structure (SMILES): CCOC(=O)CO
calculated total energy: -382.93610 Ha
highest occupied orbital energy: -0.38791 Ha



Density functional theory data (wB97M-V/def2-TZVPD) for a molecular structure, C4H8O3 at a distorted geometry.

XYZ file:
```
15
Properties=species:S:1:pos:R:3:forces:R:3:mulliken_charge:R:1
O -1.50389 1.68606 -1.00553 0.2 -1.8 0.3 -0.47
C -0.91631 0.68974 -1.40224 0.3 2.9 -0.9 0.03
C -0.60200 -0.60186 -0.72341 -1.1 -0.7 0.2 -0.51
C 0.83353 -0.57390 -0.32198 0.7 0.2 -0.2 0.67
O 1.73111 -0.70126 -1.12214 0.0 -0.1 -0.1 -0.61
C 1.13499 -0.28207 1.11138 -0.3 -0.4 0.2 -0.46
O 2.49908 -0.21011 1.33986 0.3 0.2 -0.2 -0.54
H -2.37592 1.30184 0.82410 -0.6 -1.1 1.5 -0.21
H -0.39906 0.88388 -2.36147 0.0 -0.9 -0.1 0.36
H -2.62839 0.83313 1.42549 0.5 1.0 -1.1 0.20
H -0.73665 -1.42607 -1.42857 0.0 0.2 -0.1 0.30
H -1.24278 -0.78489 0.13459 -0.1 0.2 0.1 0.29
H 0.58391 0.64330 1.35217 0.2 -0.1 0.2 0.30
H 0.70580 -1.10482 1.70775 -0.2 0.2 0.0 0.27
H 2.91657 -0.35298 0.47000 0.0 0.1 0.2 0.37
```
Forces are in eV/Å.

Kohn-Sham gap: 10.5 eV
calculated total energy: -382.86290 Ha
highest occupied orbital energy: -0.38141 Ha